The following is a DFT calculation (ωB97M-V/def2-TZVPD) of the ion C10H9FN3O7P with charge -2 in a non-equilibrium geometry.

Output
Total energy (eV): -41326.6643
Frontier orbital gap (eV): 2.65
Relative energy (zero: lowest compared OMol25 entry of this formula, charge and spin) (kJ/mol): 0.0
Charge: -2

Positions of all 31 atoms, in Å:
N (2.51899, 3.55960, 0.57402)
C (2.46831, 2.44147, 0.93603)
C (2.39826, 1.12445, 1.49850)
C (3.19030, 0.86422, 2.62647)
C (3.14831, -0.41616, 3.23769)
O (3.76688, -0.65884, 4.27935)
N (2.52578, -1.41716, 2.62073)
C (1.76922, -1.20897, 1.51973)
O (1.30541, -2.23593, 1.11309)
N (1.63891, 0.06664, 0.95167)
C (0.64493, 0.30254, -0.12772)
O (-0.71410, 0.20073, 0.34812)
C (-1.57206, 0.24060, -0.79612)
C (-2.96415, -0.26581, -0.50811)
P (-4.05431, 0.42360, -1.77906)
O (-4.07331, 1.92847, -1.77170)
O (-5.40427, -0.07404, -1.48391)
O (-3.56423, -0.08046, -3.07561)
C (-0.87563, -0.70076, -1.76847)
O (-1.09793, -0.32955, -3.11884)
C (0.63217, -0.65883, -1.34204)
F (1.48385, -0.17754, -2.30494)
H (3.80015, 1.63925, 3.02004)
H (2.53416, -2.34244, 3.00911)
H (0.81973, 1.31291, -0.52229)
H (-1.61714, 1.25241, -1.21690)
H (-3.27262, 0.14320, 0.44925)
H (-3.00762, -1.33862, -0.44474)
H (-1.21860, -1.71095, -1.62554)
H (-2.14714, -0.22294, -3.23412)
H (0.93776, -1.66109, -1.06370)